[1]
Here is a cluster of 9 separate species, C28H41F4N2O21S3 in total from OMol25. Energies are from the ωB97M-V functional and the def2-TZVPD basis.

```
99
Properties=species:S:1:pos:R:3:forces:R:3
N -0.345 -0.363 -0.304 1.1 -0.4 1.1
O 0.628 -0.588 -1.077 0.4 -0.2 1.1
O -0.343 -0.518 0.938 1.6 -0.7 -0.2
O -1.356 0.063 -0.774 -3.1 1.3 -2.3
N 1.797 2.978 -2.982 -0.7 0.2 0.1
C 0.933 2.642 -1.954 1.0 0.2 0.1
C -0.159 3.466 -1.977 0.7 -0.4 -1.4
C -0.052 4.247 -3.162 1.5 0.7 -0.6
C 1.193 3.978 -3.732 -0.6 -1.1 1.4
H 2.738 2.590 -3.111 -0.9 0.3 0.0
H 1.206 1.824 -1.319 -0.1 -0.1 0.3
H -0.937 3.484 -1.274 -0.9 -0.2 0.7
H -0.698 5.017 -3.574 -0.1 -0.3 0.4
H 1.736 4.346 -4.550 0.2 0.7 -1.0
C -3.866 0.849 0.698 0.4 -0.9 0.1
C -4.124 1.364 -0.702 -0.3 -0.9 1.0
O -3.675 2.665 -0.622 0.5 1.4 -0.3
C -3.617 3.123 0.705 -1.2 -4.6 -1.0
O -3.454 4.207 1.054 0.6 2.9 0.5
O -3.841 2.044 1.507 0.2 0.0 -0.4
F -5.480 1.364 -0.896 -0.9 0.4 -0.4
H -2.897 0.345 0.691 0.0 0.3 0.4
H -4.619 0.117 1.037 0.1 0.8 0.0
H -3.732 0.746 -1.525 0.5 0.7 0.4
C 0.665 0.337 -4.147 2.7 -0.6 -2.7
C -0.659 0.771 -4.515 -2.6 0.6 1.4
O -1.456 -0.412 -4.367 0.3 0.5 -1.3
C -0.634 -1.474 -4.577 0.9 0.5 2.3
O -0.955 -2.613 -4.576 -0.6 -0.6 -0.8
O 0.655 -1.077 -4.458 -0.1 0.3 -0.4
F -0.758 1.304 -5.758 0.0 -0.4 -0.8
H 0.910 0.482 -3.130 0.1 0.0 1.0
H 1.381 0.841 -4.872 -0.5 -0.6 1.2
H -1.041 1.525 -3.847 -0.4 0.1 0.4
C 2.498 5.491 -0.813 -0.7 1.7 0.2
C 1.179 6.006 -0.280 0.6 0.4 0.3
O 1.528 7.276 0.330 -1.8 -1.7 -0.3
C 2.824 7.273 0.586 1.3 0.1 -0.7
O 3.385 8.172 1.121 0.3 -0.4 0.3
O 3.407 6.171 0.021 1.0 0.9 0.5
F 0.743 5.089 0.633 -0.4 0.6 0.4
H 2.608 5.706 -1.862 0.4 0.4 -0.4
H 2.612 4.470 -0.668 0.1 -1.9 0.4
H 0.421 6.251 -0.987 -0.7 -0.2 -0.4
C -2.415 -4.105 -2.429 1.2 -1.2 -0.3
C -2.964 -2.883 -1.804 -0.4 1.8 -0.3
O -3.540 -3.277 -0.557 0.3 0.1 -2.0
C -3.601 -4.632 -0.587 -0.4 -1.0 1.4
O -4.130 -5.297 0.250 -0.2 0.3 0.2
O -2.955 -5.175 -1.606 0.4 0.7 -1.6
F -3.933 -2.372 -2.723 0.5 -0.2 1.5
H -1.333 -4.129 -2.376 0.1 0.1 0.6
H -2.548 -4.192 -3.520 -1.0 -0.1 0.6
H -2.229 -2.087 -1.612 -0.5 -0.2 -0.1
C 2.339 -4.643 -1.990 -0.6 0.6 0.6
C 2.413 -3.163 -1.551 0.9 -0.3 1.3
C 2.103 -3.118 -0.030 1.0 -0.9 0.5
S 0.801 -4.299 0.206 2.2 -1.2 -0.7
O -0.425 -3.647 -0.065 -2.3 0.8 0.4
O 1.067 -5.100 1.395 -0.6 0.6 -0.7
C 1.134 -5.276 -1.301 0.9 -1.0 0.7
H 3.184 -5.153 -1.558 0.7 -0.1 -0.2
H 2.350 -4.749 -3.076 -0.1 -0.1 0.1
H 1.721 -2.481 -2.025 0.1 0.1 -0.5
H 3.480 -2.901 -1.641 -0.6 0.6 -0.4
H 1.757 -2.157 0.371 0.2 -0.2 -0.3
H 2.943 -3.566 0.577 -0.7 0.8 -0.6
H 0.257 -5.247 -1.927 -0.4 -0.3 0.1
H 1.430 -6.285 -0.922 -0.8 0.6 -0.6
C 0.977 1.478 2.631 -0.6 -1.6 -0.6
C 1.472 2.572 3.520 -0.6 0.1 2.0
C 2.857 2.092 3.915 0.7 -0.9 -1.3
S 3.576 1.666 2.267 -0.6 -0.9 0.6
O 4.373 0.438 2.320 -0.4 1.2 -0.1
O 4.123 2.918 1.792 0.3 -0.3 -0.5
C 1.983 1.303 1.472 -0.3 0.4 -0.1
H -0.015 1.669 2.229 0.0 0.0 0.0
H 0.900 0.506 3.204 0.1 1.0 -0.5
H 0.804 2.690 4.419 0.7 -0.2 -0.7
H 1.462 3.534 3.032 0.3 0.3 -0.3
H 2.813 1.118 4.446 0.1 0.8 0.1
H 3.611 2.800 4.238 -0.2 0.1 0.7
H 1.950 0.328 0.988 0.3 -0.1 0.4
H 1.778 2.020 0.664 0.3 0.2 0.5
C -0.705 -3.836 3.930 -0.2 -0.3 1.7
C -1.963 -3.170 3.415 -1.3 0.3 -0.2
C -1.859 -1.671 3.699 -0.2 0.4 0.3
S -0.953 -1.532 5.243 0.6 0.4 -1.4
O -1.718 -2.162 6.279 -0.2 -0.3 0.7
O -0.353 -0.219 5.523 -0.5 -1.5 -0.7
C 0.176 -2.742 4.505 2.4 0.2 0.9
H -0.315 -4.304 3.069 1.3 -0.8 -0.4
H -0.909 -4.578 4.747 0.0 0.5 -0.9
H -2.841 -3.620 3.894 0.1 0.5 0.1
H -2.129 -3.353 2.340 0.3 0.3 0.3
H -2.817 -1.217 3.773 -0.8 0.6 0.1
H -1.238 -1.099 3.018 0.0 -0.1 -0.5
H 0.926 -3.028 5.293 -0.8 -0.1 -0.7
H 0.779 -2.246 3.710 -0.6 0.0 0.5
```
Positions in Å, forces in eV/Å.

## Properties
- charge = -1
- Kohn-Sham gap (eV) = 9.09

[2]
Here is a structure of composition C28H41F5N4OP2SiTi from OMol25. Energies are from the ωB97M-V functional and the def2-TZVPD basis.

```
83
Properties=species:S:1:pos:R:3:forces:R:3
Ti 0.324 -0.087 -0.040 -0.4 1.6 -1.1
C -0.834 2.429 2.737 0.2 -0.2 -0.1
P -0.326 2.455 0.970 -0.7 0.5 0.2
C 0.737 3.952 0.986 0.1 -0.3 -0.1
C -1.889 3.034 0.217 0.1 -0.1 0.0
C -2.225 4.378 0.080 0.0 0.0 0.0
C -3.470 4.743 -0.408 0.0 0.0 0.0
C -4.400 3.767 -0.738 0.0 0.0 0.0
C -4.075 2.426 -0.612 0.0 0.0 0.0
C -2.816 2.047 -0.151 0.2 -0.1 0.0
P -2.318 0.287 -0.037 -0.8 0.2 -0.1
C -3.189 -0.450 -1.469 0.2 0.0 0.1
C -3.330 -0.367 1.342 0.3 0.0 -0.1
H -1.275 3.395 2.981 0.0 0.0 0.0
H 0.036 2.265 3.376 0.0 0.0 0.0
H -1.570 1.649 2.922 0.0 0.0 0.0
H 0.342 4.682 1.691 0.0 0.0 0.0
H 0.787 4.406 -0.002 0.0 0.0 0.0
H 1.740 3.672 1.306 0.0 0.0 0.0
H -1.522 5.153 0.356 0.0 0.0 0.0
H -3.718 5.790 -0.517 0.0 0.0 0.0
H -5.377 4.052 -1.103 0.0 0.0 0.0
H -4.817 1.683 -0.875 0.0 0.0 0.0
H -4.267 -0.393 -1.327 0.0 0.0 0.0
H -2.901 -1.496 -1.553 0.0 0.0 0.0
H -2.923 0.069 -2.391 0.0 0.0 0.0
H -4.361 -0.041 1.211 0.0 0.0 0.0
H -2.965 -0.006 2.302 0.0 0.0 0.0
H -3.286 -1.457 1.333 0.0 0.0 0.0
N 2.218 -0.364 -1.191 0.1 0.0 -0.2
C 3.008 0.864 -1.466 0.0 0.2 -0.2
C 2.367 1.657 -2.595 -0.1 -0.1 0.2
C 1.004 2.217 -2.220 0.3 0.0 -0.1
N 0.029 1.158 -1.835 -0.2 0.2 -0.3
H 2.800 -1.014 -0.668 -0.1 0.0 0.1
H 2.046 -0.840 -2.074 0.0 0.0 0.0
H 4.033 0.609 -1.736 0.0 -0.1 0.0
H 3.041 1.461 -0.553 0.0 0.0 0.0
H 2.289 1.028 -3.487 0.0 0.0 0.0
H 3.022 2.488 -2.858 0.0 0.0 0.0
H 0.610 2.798 -3.055 -0.1 0.0 0.0
H 1.124 2.885 -1.369 -0.1 0.0 0.0
H -0.063 0.506 -2.612 -0.1 0.0 -0.1
H -0.877 1.617 -1.755 0.0 0.0 0.0
C -0.370 -0.994 3.540 0.0 -0.1 -0.1
C -0.461 -1.987 2.421 0.0 0.0 0.3
C -0.625 -3.331 2.661 0.0 0.1 0.0
C -0.735 -4.214 1.583 0.0 0.1 0.1
C -0.651 -3.752 0.290 0.0 -0.1 -0.1
C -0.460 -2.379 0.086 -0.1 -0.4 0.4
N -0.412 -1.529 1.150 -0.1 -0.9 0.3
N -0.254 -1.697 -1.072 -0.2 -0.4 -0.1
Si -0.098 -2.607 -2.589 0.2 0.0 -0.7
C -1.583 -3.697 -2.976 0.2 0.1 0.2
C 1.492 -3.626 -2.485 -0.3 0.1 0.0
C 0.035 -1.356 -4.006 0.0 -0.2 0.2
H 0.235 -1.394 4.353 0.0 0.0 0.0
H -1.361 -0.793 3.952 0.0 0.0 0.0
H 0.066 -0.061 3.193 0.0 0.0 0.1
H -0.671 -3.692 3.679 0.0 0.0 0.0
H -0.879 -5.269 1.780 0.0 0.0 -0.1
H -0.709 -4.429 -0.550 0.0 0.0 0.0
H -1.403 -4.728 -2.665 0.0 0.0 0.0
H -1.738 -3.715 -4.056 0.0 0.0 0.0
H -2.520 -3.376 -2.519 0.0 0.0 0.0
H 1.263 -4.693 -2.490 0.0 0.0 0.0
H 2.047 -3.421 -1.567 0.0 0.0 0.0
H 2.151 -3.447 -3.337 0.0 0.0 0.0
H -0.873 -0.757 -4.129 0.0 0.0 0.0
H 0.130 -1.938 -4.927 0.0 0.0 0.0
H 0.908 -0.699 -3.994 0.0 0.0 0.0
F 5.848 -1.320 4.096 0.1 0.0 0.1
C 4.813 -0.907 3.394 0.0 0.0 0.0
C 4.460 0.436 3.395 -0.1 -0.1 -0.1
F 5.157 1.303 4.102 0.1 0.1 0.1
C 3.372 0.863 2.656 -0.5 0.0 -0.2
F 3.025 2.152 2.653 0.1 0.1 0.1
C 2.596 -0.015 1.896 0.8 -0.6 0.3
O 1.544 0.415 1.190 0.9 -0.1 1.2
C 3.011 -1.354 1.893 -0.1 0.5 -0.1
F 2.383 -2.203 1.059 -0.2 -0.3 0.0
C 4.085 -1.809 2.633 0.0 0.1 0.0
F 4.420 -3.087 2.594 0.0 0.0 0.0
```
Positions in Å, forces in eV/Å.

## Properties
- charge = +2
- Kohn-Sham gap (eV) = 7.72

- Which value of charge does entry 2 give?
  +2

- Which of these has the lowest Kohn-Sham gap?
  C28H41F5N4OP2SiTi

- Among the records above, which one has the lowest charge?
  C28H41F4N2O21S3

- The highest Kohn-Sham gap belongs to which entry?
  C28H41F4N2O21S3